{"formula": "C3H8O2S", "method": "ωB97M-V/def2-TZVPD", "elements": ["C", "O", "C", "C", "S", "H", "H", "H", "H", "H", "H", "H", "H", "O"], "coordinates": [[1.44409, -0.41213, 0.29986], [1.76346, -1.62083, -0.30330], [0.00878, 0.12147, 0.08547], [-0.11935, 1.59601, 0.43114], [-1.74170, 2.38766, -0.03204], [2.14782, 0.36273, -0.06954], [1.65762, -0.47188, 1.35622], [-0.25901, -0.04338, -0.96824], [-0.65327, -0.50105, 0.68676], [-0.00725, 1.76789, 1.50399], [0.62250, 2.13764, -0.14515], [1.07325, -2.42465, -0.32963], [0.02701, -3.73527, -1.22659], [0.29196, -3.71449, -0.29935]], "lowdin_charge": [-0.370, -0.186, -0.304, -0.789, -0.080, 0.091, 0.082, 0.095, 0.096, 0.020, 0.011, -0.005, -0.142, -0.520], "total_charge": -2, "molar_mass_g_mol": 108.16, "e_lumo_ev": 6.12, "gap_ev": 5.8}

---

{"formula": "C5H7PS", "method": "ωB97M-V/def2-TZVPD", "elements": ["C", "C", "C", "C", "C", "P", "S", "H", "H", "H", "H", "H", "H", "H"], "coordinates": [[1.44649, -0.38495, 0.99730], [0.14238, -0.66162, 0.57154], [2.40123, 0.40635, 0.39723], [-0.45793, -0.14044, -0.70868], [-1.84160, 0.46032, -0.44385], [3.67981, 1.06983, -0.24385], [-1.84321, 2.03783, 0.42692], [1.69257, -0.83804, 1.94183], [-0.44439, -1.31105, 1.26572], [0.18224, 0.57814, -1.33234], [-0.53482, -1.13425, -1.08586], [-2.50797, 0.27758, -1.39420], [-2.30062, -0.30633, 0.19616], [3.58928, 2.44224, 0.16662]], "mulliken_spin": [-0.147, 0.472, 0.507, 0.023, -0.030, -0.012, 0.986, -0.003, 0.016, 0.007, 0.035, 0.009, 0.043, 0.094], "multiplicity": 3, "molar_mass_g_mol": 130.15, "s_squared": 2.04, "e_lumo_ev": [0.44, -2.08], "gap_ev": [7.8, 7.0]}

---

{"formula": "C5H6O", "method": "ωB97M-V/def2-TZVPD", "elements": ["C", "C", "C", "C", "C", "O", "H", "H", "H", "H", "H", "H"], "coordinates": [[1.72715, 0.36479, 0.02062], [0.39871, 0.52569, -0.70701], [-0.38630, -0.56808, -0.93279], [-1.29157, -1.41291, -0.62546], [-1.96240, -0.80326, 0.50497], [-1.44605, 0.11093, 1.21067], [1.66111, -0.43052, 0.77072], [2.53977, 0.11092, -0.66974], [1.99715, 1.29598, 0.52875], [0.31280, 1.37485, -1.38777], [-0.57552, 0.52673, 0.49068], [-2.97486, -1.09510, 0.79635]], "lowdin_charge": [-0.098, -0.219, -0.083, -0.027, -0.202, 0.017, 0.083, 0.074, 0.074, 0.112, 0.147, 0.123], "molar_mass_g_mol": 82.10, "e_lumo_ev": -0.22, "smiles": "CC=C=C=CO", "gap_ev": 8.5}

---

{"formula": "C4H16FO4Pd", "method": "ωB97M-V/def2-TZVPD", "elements": ["Pd", "F", "C", "O", "H", "H", "H", "H", "C", "O", "H", "H", "H", "H", "C", "O", "H", "H", "H", "H", "C", "O", "H", "H", "H", "H"], "coordinates": [[0.21811, 1.89849, 0.93880], [-0.19796, -0.04444, 0.27599], [0.39412, -0.87634, -2.94991], [-0.57324, -1.37702, -2.05441], [0.67965, -1.68282, -3.62551], [-0.01827, -0.07917, -3.57924], [1.32050, -0.48278, -2.51933], [-0.56390, -0.79107, -1.27504], [-2.06720, 0.78681, 2.66823], [-1.26955, 2.01970, 2.51975], [-1.47578, 0.02013, 3.16528], [-2.93040, 0.97819, 3.30238], [-2.36912, 0.46759, 1.67492], [-1.77682, 2.65736, 3.03401], [-0.99469, -3.25196, 0.88774], [0.19924, -2.62466, 1.26134], [-1.46747, -2.79583, 0.01699], [-0.79531, -4.31656, 0.72867], [-1.71661, -3.15329, 1.71572], [0.39530, -1.83465, 0.73216], [2.51482, 2.74929, -1.31998], [1.92504, 1.72670, -0.49654], [3.58596, 2.82944, -1.12073], [2.44510, 2.51643, -2.38518], [2.01811, 3.69156, -1.11388], [2.52036, 0.96888, -0.48226]], "mulliken_spin": [1.609, 0.260, 0.000, 0.017, 0.000, 0.001, 0.001, -0.002, -0.003, 0.036, 0.000, 0.003, 0.003, 0.005, 0.000, 0.030, -0.001, 0.003, 0.002, -0.002, 0.002, 0.030, 0.001, 0.000, 0.004, 0.001], "multiplicity": 3, "total_charge": 1, "molar_mass_g_mol": 253.59, "s_squared": 2.01, "e_lumo_ev": [-5.07, -8.64], "gap_ev": [7.3, 3.5]}

---

{"formula": "C2H3Hg", "method": "ωB97M-V/def2-TZVPD", "elements": ["H", "C", "C", "H", "H", "Hg"], "coordinates": [[1.36409, -0.73263, -0.48462], [0.04396, -0.43106, 0.67458], [-0.68737, 0.57086, 0.45812], [-0.01665, -1.51122, 0.57526], [-0.74647, 1.58778, 0.84384], [0.04245, 0.51627, -2.06718]], "mulliken_spin": [0.715, -0.239, 0.438, 0.018, 0.004, 0.063], "multiplicity": 2, "molar_mass_g_mol": 227.64, "s_squared": 0.78, "e_lumo_ev": [-0.18, -1.22], "gap_ev": [8.0, 7.0]}

---

{"formula": "C31H29N5O2SiW", "method": "ωB97M-V/def2-TZVPD", "elements": ["W", "C", "C", "C", "C", "N", "C", "C", "C", "C", "C", "C", "N", "H", "H", "H", "H", "H", "H", "H", "H", "C", "O", "C", "C", "C", "C", "C", "C", "N", "N", "C", "C", "C", "C", "O", "C", "N", "C", "C", "C", "C", "H", "H", "H", "H", "H", "H", "H", "H", "H", "H", "H", "H", "C", "Si", "C", "C", "C", "C", "H", "H", "H", "H", "H", "H", "H", "H", "H"], "coordinates": [[2.05734, 0.21517, -0.65124], [3.19578, 2.12863, -4.42476], [4.41554, 1.53365, -4.71210], [4.95861, 0.61463, -3.82566], [4.27510, 0.30133, -2.66744], [3.06974, 0.87243, -2.40091], [2.55254, 1.77172, -3.26161], [4.77039, -0.64613, -1.64499], [6.00398, -1.26318, -1.69508], [6.36763, -2.12387, -0.66644], [5.48983, -2.34339, 0.38012], [4.26878, -1.69457, 0.36985], [3.91889, -0.86302, -0.61840], [2.74733, 2.85557, -5.08581], [4.94609, 1.78419, -5.62110], [5.90761, 0.14951, -4.04435], [1.60240, 2.20858, -2.98573], [6.68616, -1.08179, -2.51173], [7.33155, -2.61389, -0.68789], [5.73685, -3.00586, 1.19678], [3.54311, -1.83281, 1.16035], [-6.57108, -0.69535, 1.86318], [-5.24111, -0.61399, 2.36675], [-4.68837, 0.60393, 2.50318], [-3.43220, 0.63413, 3.12277], [-2.76638, 1.82589, 3.29259], [-3.34948, 3.01843, 2.85197], [-4.62614, 2.99477, 2.30736], [-5.28963, 1.79528, 2.10142], [-2.78178, 4.32394, 2.98830], [-1.57148, 4.54610, 2.86595], [-0.62881, 3.56765, 2.44907], [0.45016, 3.27980, 3.24482], [1.44503, 2.36576, 2.83902], [1.35599, 1.78716, 1.61001], [2.25354, 0.86836, 1.10811], [0.30816, 2.12914, 0.74113], [0.34277, 1.53249, -0.49042], [-0.65235, 1.77549, -1.33607], [-1.68713, 2.66003, -1.03693], [-1.70704, 3.29230, 0.18559], [-0.70340, 3.01697, 1.13249], [-6.83268, -1.74819, 1.88003], [-6.62713, -0.32221, 0.83852], [-7.26313, -0.13946, 2.49765], [-3.01792, -0.29531, 3.48981], [-1.81931, 1.83544, 3.81258], [-5.09791, 3.93217, 2.04137], [-6.27625, 1.80194, 1.66303], [0.51941, 3.74521, 4.21895], [2.26568, 2.11684, 3.49880], [-0.63032, 1.24941, -2.28352], [-2.45913, 2.83752, -1.77093], [-2.49274, 3.99844, 0.41952], [-0.62274, -4.66961, -2.52372], [-0.89048, -3.93959, -0.83557], [-2.61929, -3.30697, -0.57968], [-0.31359, -5.04589, 0.54073], [0.23028, -2.41355, -0.77097], [0.93268, -1.40504, -0.72469], [-1.24575, -5.55909, -2.63991], [0.41559, -4.96894, -2.67163], [-0.89687, -3.96787, -3.31264], [-3.32392, -4.14140, -0.59067], [-2.91163, -2.61404, -1.37016], [-2.72251, -2.79734, 0.37988], [-0.93080, -5.94630, 0.57235], [-0.39599, -4.55361, 1.51085], [0.72189, -5.35776, 0.39785]], "mulliken_spin": [1.909, -0.008, -0.002, 0.003, 0.027, 0.069, -0.042, 0.002, -0.012, 0.023, -0.010, 0.008, -0.070, 0.001, 0.000, 0.000, -0.005, 0.001, 0.000, 0.000, 0.017, 0.000, 0.000, 0.000, 0.000, 0.001, 0.000, 0.000, 0.000, 0.000, 0.000, -0.002, -0.005, -0.014, -0.012, -0.025, 0.030, 0.030, -0.019, -0.010, 0.024, 0.009, 0.000, 0.000, 0.000, 0.000, 0.000, 0.000, 0.000, 0.000, 0.000, 0.005, 0.001, 0.000, 0.001, 0.001, 0.009, 0.005, 0.410, -0.346, 0.000, 0.000, 0.000, 0.000, 0.001, -0.001, 0.000, -0.001, 0.001], "multiplicity": 3, "total_charge": 2, "molar_mass_g_mol": 715.53, "s_squared": 2.02, "e_lumo_ev": [-7.31, -7.30], "gap_ev": [5.1, 5.1]}